No. 1
13 unconnected molecules or ions with the total composition C38H77N4O13. Source: the Open Molecules 2025 dataset; level of theory: ωB97M-V/def2-TZVPD.

The geometry in XYZ format:
```
132
Properties=species:S:1:pos:R:3:mulliken_charge:R:1
N -3.32280 -2.44241 -0.61482 -0.1245
C -3.14357 -3.54459 -1.35139 0.3634
N -4.12986 -4.41465 -1.92717 -0.5370
C -3.33763 -5.42963 -2.55734 -0.1384
N -1.97327 -5.08637 -2.35784 0.4770
O -0.82572 -5.70182 -2.71543 -0.4842
N -1.79210 -3.95224 -1.62465 -0.1137
H -2.53442 -1.79657 -0.53565 0.1972
H -4.21606 -2.33807 -0.11253 0.2413
H -3.66899 -6.36213 -3.12579 0.5870
H -0.42087 -6.06917 -1.88907 0.3742
H -0.91723 -3.50262 -1.32190 0.2792
C 1.33427 -0.68930 0.46293 -0.0814
C 0.23955 0.13528 -0.14305 0.7683
O -0.82917 -0.36262 -0.47279 -0.4885
C 0.50551 1.60202 -0.33097 -0.6244
H 1.00465 -1.72979 0.54036 0.1830
H 2.22496 -0.64769 -0.17303 0.0097
H 1.56553 -0.31800 1.46640 -0.0287
H 1.35873 1.74106 -0.99821 0.0839
H 0.70122 2.06963 0.63606 0.2095
H -0.37125 2.07551 -0.77860 0.1694
C -1.61066 -8.68603 -5.92856 -1.0818
C -2.99123 -8.14483 -5.67615 0.8078
O -3.34726 -7.81541 -4.55712 -0.6002
C -3.91554 -8.02577 -6.85660 -1.0980
H -1.05586 -8.71601 -4.98895 0.2642
H -1.67646 -9.69958 -6.32869 0.3553
H -1.07985 -8.03750 -6.62835 0.3360
H -4.08331 -9.01017 -7.29774 0.3471
H -3.48652 -7.34814 -7.59743 0.3317
H -4.87450 -7.62209 -6.52653 0.2974
C 0.85816 -1.33763 4.65776 -1.2715
C 0.98662 0.12893 4.34363 0.5638
O 1.17100 0.51834 3.20246 -0.5015
C 0.87896 1.09421 5.49060 0.3062
H 0.95606 -1.91567 3.73629 0.2779
H 1.64882 -1.64047 5.34689 0.3688
H -0.12150 -1.53920 5.09546 0.3349
H 1.67078 0.89905 6.21612 0.2599
H -0.09991 0.99969 5.96440 -0.4673
H 0.99019 2.11234 5.11803 -0.0908
C 5.76342 -0.01836 -2.20702 -0.9338
C 4.99765 0.11267 -0.91986 0.8903
O 3.77835 0.16113 -0.90889 -0.5883
C 5.79247 0.18193 0.35704 -1.1818
H 5.06465 -0.05651 -3.04037 0.0368
H 6.41884 0.84624 -2.33848 0.3373
H 6.34755 -0.93775 -2.19890 0.4273
H 6.44921 1.05395 0.33886 0.3325
H 6.37960 -0.73036 0.47910 0.3466
H 5.10980 0.27514 1.20446 0.2573
C -3.93792 1.73138 -1.43366 -0.9574
C -3.98443 3.21180 -1.70244 0.9393
O -3.95956 4.01898 -0.79405 -0.5837
C -4.06302 3.65271 -3.13997 -1.2309
H -3.88264 1.56089 -0.35633 0.2469
H -4.84347 1.25510 -1.81761 0.2041
H -3.05229 1.29601 -1.90283 0.3912
H -4.97316 3.26149 -3.59965 0.3080
H -3.18393 3.30230 -3.68515 0.3224
H -4.08990 4.74299 -3.18285 0.3449
C 3.83884 2.85347 -3.61899 -0.8444
C 5.02567 3.65267 -4.08813 0.7908
O 5.77305 3.22705 -4.94672 -0.5596
C 5.25024 4.99901 -3.45210 -1.1286
H 3.80234 1.90785 -4.16292 0.2272
H 3.93310 2.64036 -2.55174 0.0921
H 2.91723 3.40572 -3.81494 0.4584
H 5.40624 4.88139 -2.37761 0.2958
H 4.39174 5.64700 -3.64024 0.3361
H 6.13891 5.46043 -3.88642 0.3185
C -8.86918 -0.47093 -0.26914 -1.2315
C -7.68028 0.32796 -0.73216 0.8501
O -6.92915 -0.09768 -1.59184 -0.5359
C -7.45762 1.67240 -0.09108 -0.7381
H -8.90575 -1.41527 -0.81543 0.3163
H -8.77961 -0.68656 0.79759 0.3301
H -9.78888 0.08337 -0.46616 0.3403
H -7.30573 1.55139 0.98344 0.3032
H -8.31534 2.32084 -0.28020 0.3584
H -6.56777 2.13615 -0.51967 -0.0088
C 3.77994 5.67822 5.05961 -1.2532
C 3.04209 4.37119 4.94261 0.7884
O 2.68274 3.75918 5.93171 -0.4635
C 2.76774 3.85356 3.55420 -0.4625
H 3.90758 5.92859 6.11426 0.3202
H 4.76596 5.59104 4.59856 0.3250
H 3.20679 6.47304 4.57786 0.3340
H 3.70960 3.68663 3.02732 0.3785
H 2.15025 4.56873 3.00645 0.3218
H 2.23102 2.90561 3.61846 -0.2065
C 1.41649 2.44560 9.34152 -0.8391
C 1.76938 1.01836 9.66645 0.8572
O 1.35313 0.09511 8.99174 -0.5678
C 2.65724 0.77795 10.85824 -1.1551
H 0.77275 2.46806 8.46027 0.0639
H 0.87921 2.89560 10.17895 0.3902
H 2.32394 3.01341 9.12609 0.3124
H 2.17508 1.15397 11.76283 0.3337
H 3.61978 1.27177 10.71029 0.3183
H 2.82758 -0.29423 10.97212 0.3118
C -3.42571 -1.28585 -5.68951 -1.0595
C -2.03264 -0.97360 -5.21044 0.5599
O -1.23957 -0.38410 -5.91498 -0.5652
C -1.66083 -1.42159 -3.82084 -0.1148
H -3.55276 -0.90533 -6.70439 0.3274
H -3.58256 -2.36678 -5.69857 0.2911
H -4.15948 -0.80336 -5.04001 0.2734
H -1.73856 -2.50813 -3.74830 0.0976
H -2.31623 -0.94451 -3.08826 -0.0614
H -0.62982 -1.12955 -3.61040 0.2682
C -2.83961 1.81780 7.52801 -0.7502
C -2.88814 3.29779 7.25246 0.8889
O -2.86181 4.10852 8.15585 -0.5600
C -2.97028 3.73238 5.81272 -0.9996
H -2.78165 1.65181 8.60516 0.2624
H -3.74459 1.33861 7.14843 0.3973
H -1.95588 1.38099 7.05911 -0.0801
H -3.88105 3.33858 5.35665 0.3311
H -2.09189 3.38021 5.26718 0.1862
H -2.99811 4.82242 5.76507 0.3050
C 5.46146 -3.15310 -6.10741 -1.1246
C 6.03502 -1.93217 -5.43844 0.7502
O 5.89932 -1.74289 -4.24338 -0.5057
C 6.78270 -0.95440 -6.30444 -1.0567
H 4.95067 -3.76714 -5.36327 0.2789
H 4.73961 -2.85439 -6.87032 0.3386
H 6.26363 -3.74205 -6.55662 0.3404
H 6.11937 -0.55830 -7.07595 0.3223
H 7.64338 -1.44616 -6.76246 0.3537
H 7.13896 -0.12533 -5.69020 0.2563
```

Computed properties:
Frontier orbital gap in eV: 7.771
LUMO level in eV: -3.044
Net charge: +1

=====

No. 2
7 unconnected molecules or ions with the total composition C38H78BrN10O. Source: the Open Molecules 2025 dataset; level of theory: ωB97M-V/def2-TZVPD.

The geometry in XYZ format:
```
128
Properties=species:S:1:pos:R:3:mulliken_spin:R:1
C 2.16549 5.45614 -1.07869 -0.0002
C 1.15772 6.51333 -0.46740 0.0001
N 1.07818 6.54770 0.97579 -0.0002
C 1.07548 7.65658 1.81923 0.0000
C 1.02451 7.12356 3.12090 0.0000
N 0.76311 5.79178 3.10557 -0.0001
C 0.77248 5.45420 1.79824 0.0009
C 0.66067 4.98716 4.29483 0.0000
H 2.03078 4.47410 -0.62532 0.0000
H 3.21653 5.71794 -0.95671 0.0000
H 1.97623 5.35462 -2.14732 0.0000
H 0.14648 6.43368 -0.86634 0.0000
H 1.39430 7.49338 -0.88169 0.0000
H 1.12328 8.64889 1.39564 0.0000
H 1.05488 7.61510 4.08208 0.0000
H 0.71312 4.43486 1.44634 -0.0004
H 1.13647 5.51729 5.11986 0.0000
H 1.11208 4.00429 4.15959 0.0000
H -0.36768 4.79253 4.59934 0.0000
C 3.14383 -1.86536 -2.17912 -0.1173
C 3.75763 -2.32976 -3.49150 -0.0544
N 2.99487 -3.42567 -4.04247 0.0759
C 2.56628 -4.54772 -3.41148 0.1205
C 1.65359 -5.27664 -4.15001 -0.0942
N 1.37748 -4.41676 -5.20823 0.0921
C 2.15004 -3.28168 -5.10917 0.5983
C 0.36527 -4.60978 -6.26069 -0.0620
H 3.13467 -2.64053 -1.41288 -0.0121
H 2.20827 -1.30982 -2.24399 0.1079
H 3.90542 -1.18328 -1.80116 0.0096
H 4.77171 -2.69429 -3.32760 0.0107
H 3.81506 -1.50626 -4.20328 0.0270
H 3.01682 -4.80467 -2.46418 0.0185
H 1.16727 -6.22971 -4.00320 -0.0144
H 2.14493 -2.40481 -5.73962 -0.1062
H 0.22355 -5.68420 -6.37746 -0.0048
H 0.73652 -4.23977 -7.21639 0.0104
H -0.57605 -4.20971 -5.88389 0.0772
C -5.20587 -2.28335 -6.03078 0.0018
C -4.64185 -1.70934 -4.71466 0.0123
N -4.22995 -2.70672 -3.79993 -0.0586
C -3.10414 -3.51609 -3.90632 0.1576
C -3.21210 -4.41404 -2.89555 0.0454
N -4.31190 -4.14957 -2.10793 -0.0004
C -4.97825 -3.15936 -2.74876 0.0045
C -4.68547 -4.96560 -0.96410 0.0084
H -5.50863 -1.50272 -6.72867 0.0012
H -6.09513 -2.83089 -5.71852 0.0000
H -4.51638 -2.81922 -6.68312 0.0003
H -5.31755 -1.02004 -4.20829 0.0088
H -3.81469 -1.03477 -4.93572 0.0166
H -2.44222 -3.39754 -4.75143 -0.0531
H -2.60998 -5.27374 -2.64106 -0.0300
H -5.97503 -2.83544 -2.48816 0.0014
H -5.45471 -5.69560 -1.21601 -0.0001
H -5.02154 -4.29200 -0.17580 0.0000
H -3.85974 -5.54512 -0.55127 -0.0016
C 3.38179 2.21957 -2.40131 0.0014
C 4.87532 2.69133 -2.39857 -0.0011
N 5.72553 1.55011 -2.21019 0.0000
C 5.84908 0.47499 -3.07039 -0.0004
C 6.64620 -0.46113 -2.41316 0.0008
N 6.86882 -0.06036 -1.09075 -0.0002
C 6.42371 1.27104 -1.01256 -0.0003
C 7.56224 -0.80224 -0.11048 0.0000
H 3.29467 1.62829 -3.31285 0.0063
H 2.67643 3.04948 -2.44385 0.0064
H 3.20841 1.70183 -1.45792 -0.0018
H 5.02429 3.33785 -1.53375 0.0003
H 5.06576 3.24224 -3.31962 -0.0004
H 5.33899 0.49295 -4.02217 0.0000
H 7.01864 -1.35636 -2.88881 0.0007
H 6.39968 1.88198 -0.12229 -0.0001
H 6.90687 -1.57904 0.28343 0.0000
H 7.93458 -0.24018 0.74600 0.0000
H 8.42161 -1.25915 -0.60120 0.0000
C -3.60121 -2.91737 3.17115 -0.0007
C -2.37843 -1.95967 2.88242 -0.0242
C -2.34621 -0.76044 3.86582 -0.0018
C -2.04056 -1.22810 5.18851 -0.0005
N -1.98193 -0.17944 6.33239 0.0000
C -1.75840 -0.81947 7.74966 0.0000
C -2.27557 0.14687 8.86715 0.0000
C -3.20708 1.06218 8.07831 0.0000
C -3.29301 0.57201 6.58610 0.0000
C -0.86734 0.88471 6.11312 0.0000
H -3.59129 -3.65671 2.37028 0.0012
H -4.54664 -2.38986 3.04468 -0.0010
H -3.56874 -3.45247 4.12021 -0.0002
H -2.45082 -1.67795 1.83195 0.0263
H -1.44305 -2.51857 2.85419 -0.0019
H -3.30747 -0.24990 3.80729 0.0000
H -1.61343 -0.02634 3.53082 0.0014
H -1.10675 -1.79004 5.17077 -0.0004
H -2.74329 -1.98794 5.53044 0.0000
H -0.68563 -1.00632 7.79816 0.0000
H -2.37134 -1.71641 7.66082 0.0000
H -1.39913 0.65440 9.27010 0.0000
H -2.73201 -0.44595 9.65981 0.0000
H -2.85557 2.09352 8.10802 0.0000
H -4.19846 0.93857 8.51418 0.0000
H -3.37930 1.36290 5.84102 0.0000
H -4.02131 -0.22946 6.46238 0.0000
H -0.00037 0.22477 6.14393 0.0000
H -0.72990 1.52572 6.98393 0.0000
H -1.04089 1.40145 5.16921 0.0001
C -0.40255 1.02732 -2.61509 0.1217
N -1.28647 0.29764 -1.55357 -0.2093
C -2.77205 0.25684 -2.02837 -0.0649
C -0.71225 -1.07968 -1.45856 0.1200
C -1.41569 1.13604 -0.19998 0.0212
C -0.17108 1.85245 0.34173 -0.0178
O 0.87491 1.00684 0.50694 -0.0019
H -0.71666 2.06935 -2.67525 0.0157
H -0.66697 0.51771 -3.54163 -0.0860
H 0.66824 0.94748 -2.42762 0.0729
H -3.41823 -0.12538 -1.23814 -0.0032
H -2.74982 -0.46527 -2.84456 0.0835
H -3.02270 1.22937 -2.45200 0.0119
H -1.37295 -1.77751 -0.94416 -0.0391
H 0.20854 -0.97755 -0.88426 0.0076
H -0.44232 -1.46234 -2.44284 0.1476
H -1.95110 0.53884 0.53812 0.0023
H -2.09574 1.95296 -0.44136 0.0091
H -0.52432 2.27876 1.28066 -0.0010
H 0.11123 2.69827 -0.28516 0.0029
H 1.54019 1.43316 1.05215 -0.0005
Br 3.42475 2.80129 1.88538 0.0000
```

Computed properties:
Frontier orbital gap (spin up / spin down) in eV: 2.947 / 7.291
Energy above the lowest of the compared OMol25 structures with the same formula, charge and spin in kJ/mol: 0.0
Multiplicity: 2
LUMO level (spin up / spin down) in eV: -7.970 / -8.012
Net charge: +4

=====

No. 3
14 unconnected molecules or ions with the total composition C38H78N2O12S2. Source: the Open Molecules 2025 dataset; level of theory: ωB97M-V/def2-TZVPD.

The geometry in XYZ format:
```
132
Properties=species:S:1:pos:R:3:mulliken_spin:R:1
C 2.06852 6.09511 -1.26795 0.0000
C 2.73070 4.87686 -0.89886 0.0000
N 3.24459 3.88135 -0.53901 0.0000
H 2.90378 6.79277 -1.32874 0.0000
H 1.37218 6.43450 -0.50113 0.0000
H 1.55158 6.01583 -2.22430 0.0000
C 6.10052 0.41471 1.35711 0.0000
C 4.77260 0.42841 2.03795 0.0000
N 3.76253 0.35496 2.65000 0.0000
H 6.77556 0.95464 2.02112 0.0000
H 5.97218 1.01487 0.45632 0.0000
H 6.50956 -0.56380 1.10552 0.0000
C 0.21280 -4.22516 -2.76090 0.0378
S 1.81610 -5.06092 -2.37866 0.2406
O 2.47870 -5.38896 -3.70998 0.6271
C 2.57426 -3.53958 -1.53551 0.0843
H 0.15216 -4.04655 -3.83446 -0.0040
H 0.05555 -3.25830 -2.28283 0.0165
H -0.54553 -4.98642 -2.57783 -0.0032
H 3.62217 -3.78012 -1.35631 -0.0065
H 2.11599 -3.37667 -0.56003 -0.0002
H 2.33436 -2.68135 -2.16320 -0.0010
C -1.47837 -0.59948 -4.13701 -0.0021
S -3.23664 -0.41014 -3.64553 0.0002
O -3.99916 -0.17804 -4.94179 0.0002
C -3.45773 -2.17375 -3.15524 -0.0001
H -1.37151 -1.27502 -4.98573 0.0000
H -0.80384 -0.93389 -3.34881 0.0014
H -1.19049 0.39789 -4.46938 -0.0001
H -2.81784 -2.54726 -2.35579 0.0000
H -3.41697 -2.83923 -4.01755 0.0000
H -4.41631 -2.26334 -2.64416 0.0000
C -2.15662 2.10064 4.90578 0.0000
C -0.85615 1.52759 4.43540 0.0000
O -0.67343 0.31885 4.42166 0.0000
C 0.23020 2.49792 3.99409 0.0000
H -2.76398 2.71248 4.23880 0.0000
H -1.94470 2.56499 5.86888 0.0000
H -2.80655 1.28957 5.23420 0.0000
H 0.92456 2.13707 3.23530 0.0000
H 0.85222 2.83939 4.82149 0.0000
H -0.31857 3.32439 3.54254 0.0000
C 2.27115 -3.28866 5.99542 0.0000
C 1.54267 -3.62405 4.69985 0.0000
O 1.03587 -4.73412 4.58404 0.0000
C 1.51573 -2.63863 3.57366 -0.0001
H 1.87523 -3.88103 6.82031 0.0000
H 2.12141 -2.25380 6.30321 0.0000
H 3.33150 -3.54102 6.00425 0.0000
H 2.55104 -2.35422 3.38566 0.0000
H 0.99225 -1.70378 3.77398 0.0000
H 1.12931 -3.06190 2.64650 0.0000
C -3.93380 0.19785 0.37934 -0.0004
C -4.77014 0.55048 1.57141 0.0001
O -4.26868 1.04421 2.56272 0.0000
C -6.27779 0.25819 1.57503 0.0000
H -4.33719 -0.68564 -0.11547 0.0000
H -3.01657 -0.21878 0.79551 0.0000
H -3.77926 1.06511 -0.26259 0.0001
H -6.55630 -0.08502 0.57867 0.0000
H -6.75530 1.21383 1.79143 0.0000
H -6.42549 -0.41085 2.42278 0.0000
C -2.15737 4.35936 -3.86505 0.0000
C -1.09681 3.27764 -3.89740 0.0000
O -0.48958 3.07399 -4.93796 0.0000
C -0.78605 2.52700 -2.65320 -0.0001
H -1.65165 5.32487 -3.85358 0.0000
H -2.87419 4.35850 -3.04392 0.0000
H -2.67276 4.32460 -4.82488 0.0000
H -0.59995 3.27325 -1.88081 0.0000
H 0.06121 1.85936 -2.80975 0.0001
H -1.65613 1.95135 -2.33748 0.0000
C 6.24430 -0.95852 -3.45336 0.0001
C 5.58415 0.03385 -2.46078 0.0002
O 4.69546 -0.35866 -1.68664 -0.0002
C 6.12045 1.46669 -2.47285 0.0003
H 6.27264 -0.53595 -4.45772 0.0000
H 5.73389 -1.91665 -3.35548 0.0002
H 7.28869 -1.03764 -3.15155 0.0000
H 5.62897 2.03831 -1.68557 -0.0001
H 5.81390 1.92847 -3.41140 0.0000
H 7.20580 1.40779 -2.55443 0.0000
C -0.17333 -4.74477 0.76941 0.0076
C -1.67408 -4.45435 0.90284 -0.0014
O -2.20106 -3.46812 0.35806 0.0028
C -2.50087 -5.47047 1.63209 0.0006
H 0.46190 -3.87154 0.62092 -0.0016
H 0.01206 -5.41603 -0.06912 -0.0052
H 0.26216 -5.07730 1.71168 0.0015
H -2.05427 -6.42933 1.89526 0.0000
H -3.41940 -5.63942 1.07009 -0.0001
H -2.76766 -5.01415 2.58534 -0.0001
C -2.91852 -1.69023 3.50757 0.0001
C -4.03575 -2.58224 4.01091 0.0000
O -4.64861 -3.34700 3.29257 0.0000
C -4.61381 -2.17971 5.35926 0.0000
H -1.93825 -2.09043 3.76643 0.0000
H -2.98712 -0.74780 4.05090 0.0000
H -2.93212 -1.63979 2.41883 -0.0001
H -5.34688 -2.93716 5.63671 0.0000
H -5.23477 -1.29098 5.24668 0.0000
H -3.78705 -2.17687 6.06958 0.0000
C 2.70139 2.39813 -3.84160 0.0002
C 2.90669 1.16354 -4.68124 0.0001
O 4.00257 0.92123 -5.24366 0.0000
C 1.69417 0.18055 -4.74880 -0.0010
H 2.10411 3.14733 -4.36126 0.0000
H 3.62170 2.96592 -3.70466 0.0000
H 2.14817 2.14270 -2.93783 -0.0001
H 1.92720 -0.69339 -5.35710 0.0003
H 0.80919 0.68561 -5.13588 0.0001
H 1.56697 -0.25599 -3.75817 -0.0004
C 1.98558 0.77838 -0.24591 0.0000
C 0.76906 -0.14970 -0.19479 -0.0016
O 0.47804 -0.84340 -1.18641 0.0064
C -0.04039 -0.36503 1.07235 -0.0002
H 2.23971 1.04914 -1.27071 -0.0002
H 2.78739 0.17934 0.18577 0.0002
H 1.84653 1.71144 0.30013 0.0000
H 0.50357 -0.13264 1.98788 0.0000
H -0.46844 -1.35936 1.19953 0.0001
H -0.86501 0.34598 1.02173 0.0006
C -2.38687 5.47462 -0.34673 0.0000
C -2.57167 3.99470 -0.08082 0.0001
O -3.32261 3.28496 -0.71318 0.0000
C -1.83811 3.40053 1.07723 0.0002
H -3.16527 6.01073 0.19619 0.0000
H -2.48061 5.78965 -1.38599 0.0000
H -1.42390 5.74310 0.08768 0.0000
H -1.60014 4.04166 1.92600 0.0000
H -0.86872 3.00856 0.76940 0.0000
H -2.35196 2.55625 1.53686 -0.0001
```

Computed properties:
Frontier orbital gap (spin up / spin down) in eV: 7.676 / 2.926
Multiplicity: 2
LUMO level (spin up / spin down) in eV: -3.142 / -7.889
Net charge: +1

=====

no.,total energy (eV)
1,-73223.404
2,-127624.044
3,-89879.299